{"formula": "C16H18AsBrO8SSbTi", "method": "ωB97M-V/def2-TZVPD", "spin_multiplicity": 2, "homo_lumo_gap_ev": [8.357, 9.230], "lumo_energy_ev": [0.059, 0.071], "homo_ev": [-8.30, -9.16], "species": ["Ti", "O", "As", "O", "O", "C", "C", "C", "C", "C", "C", "S", "O", "O", "O", "H", "H", "H", "H", "H", "Br", "C", "C", "C", "C", "C", "C", "C", "O", "O", "H", "H", "H", "H", "C", "Sb", "C", "C", "H", "H", "H", "H", "H", "H", "H", "H", "H"], "positions_angstrom": [[0.17, 0.15, -0.17], [-2.98, 0.17, 1.54], [-1.64, -0.52, 2.46], [-1.87, -0.19, 4.03], [-0.26, 0.14, 1.70], [-1.61, -2.42, 2.15], [-1.96, -3.14, 3.29], [-1.97, -4.53, 3.28], [-1.62, -5.22, 2.13], [-1.26, -4.52, 0.99], [-1.25, -3.13, 1.00], [-0.74, -2.36, -0.52], [0.66, -1.86, -0.30], [-0.90, -3.31, -1.56], [-1.52, -1.09, -0.62], [-3.61, 0.47, 2.21], [-2.22, -2.59, 4.19], [-2.25, -5.07, 4.17], [-1.63, -6.30, 2.11], [-1.00, -5.04, 0.07], [3.46, -0.20, 1.04], [4.11, 0.19, -0.70], [5.44, -0.11, -0.97], [5.94, 0.10, -2.25], [5.12, 0.57, -3.26], [3.80, 0.84, -2.99], [3.29, 0.68, -1.71], [1.85, 1.00, -1.45], [1.52, 1.66, -0.41], [0.94, 0.51, -2.17], [6.07, -0.51, -0.19], [6.98, -0.13, -2.45], [5.52, 0.71, -4.26], [3.13, 1.19, -3.77], [-3.73, 2.54, -1.02], [-1.67, 2.42, -0.53], [-0.93, 3.96, -1.80], [-1.70, 3.51, 1.29], [-4.10, 3.54, -0.79], [-4.28, 1.79, -0.45], [-3.87, 2.33, -2.08], [-1.61, 4.81, -1.82], [-0.79, 3.58, -2.81], [0.04, 4.29, -1.41], [-1.91, 4.57, 1.10], [-0.73, 3.41, 1.78], [-2.46, 3.10, 1.95]]}

---

{"formula": "C16H18Cl28INOZn", "method": "ωB97M-V/def2-TZVPD", "homo_lumo_gap_ev": 8.467, "lumo_energy_ev": -0.043, "homo_ev": -8.51, "species": ["Zn", "I", "C", "C", "C", "C", "C", "C", "N", "O", "C", "C", "C", "H", "H", "H", "H", "H", "H", "H", "H", "H", "H", "H", "H", "H", "H", "H", "H", "H", "H", "C", "Cl", "Cl", "Cl", "Cl", "C", "Cl", "Cl", "Cl", "Cl", "C", "Cl", "Cl", "Cl", "Cl", "C", "Cl", "Cl", "Cl", "Cl", "C", "Cl", "Cl", "Cl", "Cl", "C", "Cl", "Cl", "Cl", "Cl", "C", "Cl", "Cl", "Cl", "Cl"], "positions_angstrom": [[-14.14, -13.22, -12.33], [-15.45, -11.89, -10.78], [-10.80, -15.57, -14.01], [-10.91, -14.14, -13.42], [-9.60, -13.32, -13.70], [-9.64, -12.71, -15.12], [-10.98, -11.92, -15.29], [-12.20, -12.77, -15.13], [-12.11, -13.39, -13.78], [-13.33, -14.20, -13.59], [-12.24, -13.74, -16.33], [-13.44, -11.93, -15.18], [-11.04, -14.23, -11.89], [-10.15, -16.12, -13.34], [-10.33, -15.64, -15.03], [-11.78, -16.08, -14.04], [-8.78, -14.05, -13.54], [-9.51, -12.50, -12.99], [-9.60, -13.52, -15.83], [-8.82, -12.06, -15.28], [-11.09, -11.46, -16.32], [-10.87, -11.12, -14.57], [-12.63, -13.17, -17.19], [-12.90, -14.58, -16.11], [-11.26, -14.15, -16.63], [-13.62, -11.31, -14.24], [-14.33, -12.55, -15.30], [-13.44, -11.13, -15.96], [-11.97, -14.72, -11.67], [-11.02, -13.27, -11.40], [-10.36, -14.98, -11.48], [-12.58, -13.47, -7.09], [-13.62, -12.01, -7.25], [-11.89, -13.90, -8.67], [-11.30, -13.21, -5.94], [-13.63, -14.79, -6.50], [-11.29, -6.79, -14.64], [-11.35, -6.56, -12.92], [-10.60, -8.35, -15.15], [-12.96, -6.71, -15.31], [-10.28, -5.55, -15.37], [-17.62, -13.72, -15.29], [-17.12, -15.11, -14.28], [-19.34, -13.83, -15.67], [-17.15, -12.28, -14.49], [-16.82, -13.68, -16.92], [-10.32, -9.40, -10.55], [-11.23, -10.14, -11.87], [-8.83, -8.75, -11.33], [-11.15, -8.07, -9.81], [-10.08, -10.60, -9.30], [-13.32, -18.26, -11.11], [-14.38, -18.05, -9.63], [-11.99, -17.13, -11.09], [-12.67, -19.97, -11.13], [-14.34, -18.03, -12.53], [-19.83, -12.62, -10.57], [-19.87, -14.02, -11.71], [-19.39, -11.20, -11.46], [-21.50, -12.53, -9.87], [-18.72, -12.91, -9.27], [-15.24, -6.72, -10.22], [-14.95, -8.44, -10.46], [-16.79, -6.51, -9.41], [-14.03, -5.91, -9.28], [-15.39, -5.86, -11.76]]}

---

Summary of electronic energy in eV
-204636.2619, -427565.9189
(order as listed above)